{"formula": "C8H15NO", "method": "ωB97M-V with the def2-TZVPD basis set", "elements": ["C", "C", "C", "C", "N", "C", "C", "C", "C", "H", "H", "H", "H", "H", "H", "H", "H", "H", "H", "H", "H", "H", "O", "H", "H"], "xyz": [[0.4967, -1.7881, -0.9161], [0.4605, -0.5993, 0.0575], [0.4915, -1.1329, 1.5025], [1.7046, 0.2137, -0.1183], [2.7275, 0.3990, -0.7496], [-0.7653, 0.2967, -0.2532], [-0.6750, 1.0787, -1.5520], [-2.1290, -0.2218, 0.1049], [-1.5569, 0.9463, 0.8637], [-0.4321, -2.3629, -0.8007], [0.5881, -1.4622, -1.9593], [1.3516, -2.4411, -0.7004], [1.3502, -1.8045, 1.6305], [0.5748, -0.3292, 2.2444], [-0.4173, -1.7113, 1.7131], [-0.4637, 0.4194, -2.4050], [-1.6259, 1.5876, -1.7562], [0.1123, 1.8453, -1.5085], [-2.9354, -0.0352, -0.6056], [-2.2138, -1.1717, 0.6336], [-1.2771, 0.7719, 1.9030], [-1.9715, 1.9374, 0.6702], [2.2055, 1.8170, 0.9779], [3.1025, 1.6055, 0.0183], [1.2971, 2.1419, 1.0055]], "total_charge": 0, "e_homo_ha": -0.328, "gap_ev": 9.6738, "de_lowest_kj_mol": 459.69}

{"formula": "C2H4N4S2", "method": "ωB97M-V with the def2-TZVPD basis set", "elements": ["C", "C", "N", "N", "N", "N", "S", "S", "H", "H", "H", "H"], "xyz": [[-0.0838, -1.0827, -0.1328], [0.0051, 1.3692, -0.7215], [-0.4324, -1.7546, 0.9499], [-0.6867, -0.8254, 1.8448], [-0.5203, 0.4037, 1.4308], [-0.1683, 0.2680, 0.1570], [0.5484, -1.7337, -1.5960], [2.1190, -0.5414, -1.8589], [-0.2709, 2.2807, -0.1978], [1.0506, 1.4161, -1.0641], [-0.6175, 1.2358, -1.6094], [-0.9431, -1.0356, 2.7981]], "total_charge": 0, "e_homo_ha": [-0.249, -0.249], "gap_ev": [6.2930, 6.2925], "de_lowest_kj_mol": 216.44}

{"formula": "C43H57N5PbSSeSi", "method": "ωB97M-V with the def2-TZVPD basis set", "elements": ["Pb", "C", "N", "C", "C", "C", "C", "C", "C", "C", "N", "C", "C", "C", "C", "C", "C", "N", "C", "C", "H", "H", "H", "H", "H", "H", "H", "H", "H", "H", "H", "H", "H", "H", "H", "H", "H", "H", "H", "H", "C", "C", "C", "C", "C", "C", "C", "C", "S", "C", "N", "C", "C", "C", "C", "C", "C", "C", "C", "H", "H", "H", "H", "H", "H", "H", "H", "H", "H", "H", "H", "H", "H", "H", "H", "C", "Si", "C", "C", "C", "C", "C", "C", "C", "C", "H", "H", "H", "H", "H", "H", "H", "H", "H", "H", "H", "H", "H", "H", "H", "H", "H", "H", "H", "H", "H", "Se", "C", "N"], "xyz": [[0.2910, -0.8861, 0.0977], [-2.4230, -1.1171, -2.5677], [-2.4006, -0.3179, -1.3699], [-2.7847, 1.0491, -1.5933], [-2.8324, -0.8940, -0.1609], [-3.6631, -2.0091, -0.1419], [-4.0542, -2.6048, 1.0425], [-3.6268, -2.0694, 2.2432], [-2.7946, -0.9670, 2.2462], [-2.3615, -0.3535, 1.0658], [-1.4079, 0.6699, 1.0600], [-1.5735, 1.7192, 1.8991], [-2.7807, 1.8875, 2.6281], [-2.9468, 2.8101, 3.6352], [-1.9190, 3.6798, 3.9535], [-0.8054, 3.6791, 3.1271], [-0.6387, 2.7928, 2.0733], [0.3827, 3.0648, 1.1215], [1.5741, 2.2664, 1.2055], [0.7290, 4.4541, 0.9397], [-3.4194, -1.1770, -3.0372], [-1.7349, -0.6668, -3.2880], [-2.0708, -2.1228, -2.3479], [-3.8459, 1.1407, -1.8883], [-2.6160, 1.6187, -0.6848], [-2.1667, 1.4681, -2.3873], [-4.0033, -2.4280, -1.0747], [-4.6783, -3.4890, 1.0246], [-3.9222, -2.5206, 3.1822], [-2.4346, -0.5812, 3.1887], [-3.6203, 1.2554, 2.3740], [-3.8852, 2.8448, 4.1774], [-1.9945, 4.3710, 4.7848], [-0.0298, 4.4161, 3.3068], [2.2281, 2.5902, 2.0353], [1.3070, 1.2302, 1.3607], [2.1235, 2.3440, 0.2678], [1.4692, 4.8240, 1.6731], [1.1700, 4.5655, -0.0546], [-0.1588, 5.0790, 0.9973], [-2.5652, 5.8585, -0.6127], [-2.6283, 5.6909, -2.1352], [-2.8667, 7.0766, -2.7534], [-3.8229, 4.7893, -2.4779], [-1.3629, 5.0196, -2.6607], [-0.7289, 5.4606, -3.8261], [0.3581, 4.7992, -4.3728], [0.8213, 3.6557, -3.7515], [2.0963, 2.5791, -4.2210], [1.6782, 1.5504, -2.7602], [0.7270, 2.0392, -2.0689], [0.2086, 3.1909, -2.5626], [-0.8687, 3.8882, -2.0272], [2.3679, 0.3066, -2.5663], [3.3022, -0.0853, -3.5397], [3.9378, -1.3010, -3.4726], [3.6091, -2.1710, -2.4397], [2.6815, -1.7866, -1.4937], [2.0533, -0.5331, -1.4731], [-3.4659, 6.3539, -0.2516], [-1.7026, 6.4589, -0.3315], [-2.4939, 4.8978, -0.1137], [-3.7415, 7.5370, -2.2935], [-3.0576, 7.0107, -3.8234], [-2.0098, 7.7288, -2.5876], [-4.7359, 5.1980, -2.0484], [-3.6678, 3.7917, -2.0799], [-3.9504, 4.7138, -3.5553], [-1.0924, 6.3364, -4.3406], [0.8209, 5.1623, -5.2815], [-1.2853, 3.5035, -1.1146], [3.5075, 0.5780, -4.3702], [4.6575, -1.5937, -4.2271], [4.0723, -3.1477, -2.3791], [2.4149, -2.5041, -0.7260], [1.2082, -0.1256, 3.8463], [1.7508, -1.3378, 2.4272], [3.7316, -1.2211, 2.5292], [4.1504, 0.1755, 2.0679], [4.4052, -2.2121, 1.5797], [4.3084, -1.4247, 3.9305], [1.1027, -3.0781, 3.1202], [1.3128, -4.1905, 2.0927], [1.7038, -3.5361, 4.4528], [-0.4069, -2.9504, 3.3088], [1.1074, -0.6145, 4.8120], [0.2446, 0.3101, 3.6019], [1.9007, 0.6999, 3.9766], [3.7764, 0.3730, 1.0680], [5.2400, 0.2619, 2.0535], [3.7601, 0.9384, 2.7344], [4.2042, -1.9310, 0.5494], [4.0475, -3.2262, 1.7340], [5.4903, -2.2127, 1.7234], [3.8052, -0.7888, 4.6517], [5.3723, -1.1727, 3.9401], [4.2159, -2.4557, 4.2545], [2.3667, -4.3503, 1.8761], [0.8052, -3.9515, 1.1607], [0.8965, -5.1338, 2.4501], [2.7411, -3.8394, 4.3350], [1.1585, -4.4007, 4.8385], [1.6515, -2.7490, 5.2014], [-0.8889, -2.7463, 2.3586], [-0.6631, -2.1489, 3.9936], [-0.8222, -3.8816, 3.6946], [-1.3518, -5.1871, -1.2013], [-1.6330, -6.7472, -1.9816], [-1.8221, -7.7664, -2.4932]], "total_charge": -2, "e_homo_ha": -0.067, "gap_ev": 5.4040, "de_lowest_kj_mol": 118.83}

{"formula": "C5H7N3OS", "method": "ωB97M-V with the def2-TZVPD basis set", "elements": ["S", "C", "N", "C", "N", "N", "H", "H", "H", "C", "C", "C", "O", "H", "H", "H", "H"], "xyz": [[3.1006, 0.4955, -0.6034], [1.6243, 1.1875, -1.2881], [1.0281, 2.2341, -0.6642], [-0.0364, 2.4487, -1.3369], [-0.1560, 1.4953, -2.2661], [0.9592, 0.7096, -2.3142], [3.6498, -0.1518, -1.7708], [-0.6197, 3.2732, -1.0869], [-0.7761, 1.3922, -3.0755], [0.7284, -0.7600, 1.3775], [-0.3314, -0.0056, 1.0016], [-1.1327, -0.3589, -0.1255], [-1.9820, 0.2560, -0.6877], [1.3798, -0.6316, 2.2466], [0.9549, -1.7409, 0.9694], [-0.7203, 0.7395, 1.6283], [-0.6938, -1.2617, -0.6588]], "total_charge": 0, "e_homo_ha": -0.331, "gap_ev": 9.1723, "de_lowest_kj_mol": 225.32, "smiles": "Sc1nc[nH]n1.C=CC=O"}

no.,E_tot (eV)
1,-12072.769
2,-29767.086
3,-142274.861
4,-22649.328